{"formula": "HN3O3", "method": "ωB97M-V/def2-TZVPD", "homo_ev": -9.787, "smiles": "[H]/N=N\\O[N+](=O)[O-]", "e_above_lowest_ev": 4.453, "elements": ["N", "N", "N", "O", "O", "O", "H"], "coordinates": [[0.870, -0.507, -0.280], [1.995, -0.693, 0.093], [-1.546, 0.262, -0.155], [-2.105, 1.273, -0.248], [0.039, 0.491, 0.035], [-1.837, -0.878, -0.154], [2.584, 0.052, 0.709]], "forces_ev_per_a": [[-2.83, -3.13, -1.73], [2.85, 2.27, 1.59], [1.54, -2.36, -0.63], [0.12, 0.85, 0.19], [0.71, 3.18, 1.62], [-0.15, 0.30, 0.08], [-2.24, -1.11, -1.12]]}

---

{"formula": "C19H46N3O13SZn2", "method": "ωB97M-V/def2-TZVPD", "homo_ev": -15.793, "charge": 3, "e_above_lowest_ev": 0.000, "elements": ["C", "C", "C", "C", "C", "C", "N", "O", "C", "C", "C", "H", "H", "H", "H", "H", "H", "H", "H", "H", "H", "H", "H", "H", "H", "H", "H", "H", "H", "Zn", "Zn", "S", "O", "O", "O", "O", "C", "C", "O", "O", "H", "H", "H", "H", "H", "H", "C", "C", "O", "O", "H", "H", "H", "H", "H", "H", "C", "C", "O", "O", "H", "H", "H", "H", "H", "H", "O", "C", "N", "C", "H", "H", "H", "H", "H", "O", "C", "N", "C", "H", "H", "H", "H", "H"], "coordinates": [[-3.679, -22.088, -13.486], [-4.931, -21.531, -12.924], [-4.731, -21.492, -11.367], [-5.443, -20.361, -10.684], [-5.197, -18.983, -11.246], [-5.527, -18.845, -12.746], [-4.938, -20.092, -13.501], [-4.841, -19.796, -14.757], [-4.759, -17.600, -13.234], [-7.057, -18.657, -13.007], [-6.285, -22.181, -13.332], [-2.736, -21.614, -13.221], [-3.724, -22.163, -14.575], [-3.603, -23.131, -13.172], [-3.677, -21.486, -11.089], [-5.213, -22.410, -11.031], [-5.230, -20.510, -9.626], [-6.524, -20.455, -10.820], [-4.111, -18.858, -11.229], [-5.661, -18.158, -10.709], [-5.068, -16.758, -12.615], [-5.066, -17.340, -14.246], [-3.674, -17.688, -13.183], [-7.293, -18.314, -14.013], [-7.195, -17.865, -12.271], [-7.690, -19.506, -12.756], [-6.513, -23.172, -12.931], [-6.509, -22.331, -14.389], [-7.137, -21.688, -12.863], [-2.616, -25.143, -17.377], [-3.164, -19.519, -17.825], [-4.485, -22.519, -17.767], [-5.159, -22.783, -16.520], [-3.568, -23.640, -18.077], [-5.474, -22.316, -18.800], [-3.726, -21.257, -17.803], [-7.523, -20.574, -16.633], [-8.245, -20.247, -17.870], [-7.759, -20.904, -19.023], [-7.728, -21.966, -16.300], [-7.871, -19.921, -15.832], [-6.468, -20.469, -16.907], [-8.104, -19.163, -17.963], [-9.329, -20.343, -17.801], [-6.942, -21.371, -18.797], [-6.883, -22.402, -16.459], [-3.766, -27.014, -14.116], [-4.661, -26.163, -15.119], [-3.936, -25.003, -15.626], [-2.818, -27.731, -14.890], [-4.430, -27.652, -13.538], [-3.257, -26.270, -13.498], [-5.452, -25.638, -14.582], [-5.069, -26.918, -15.790], [-4.597, -24.332, -15.855], [-2.313, -27.111, -15.421], [-7.275, -24.632, -20.578], [-6.024, -24.324, -21.380], [-5.797, -22.914, -21.553], [-7.211, -24.385, -19.193], [-7.719, -25.588, -20.862], [-8.066, -24.007, -21.006], [-6.005, -24.694, -22.406], [-5.144, -24.870, -21.024], [-5.636, -22.554, -20.677], [-6.602, -23.640, -19.087], [-1.269, -23.773, -16.313], [-0.706, -23.483, -15.271], [-0.389, -22.229, -14.936], [-0.251, -24.559, -14.318], [-0.126, -21.984, -13.995], [-0.682, -21.524, -15.594], [-1.174, -24.933, -13.871], [0.528, -24.304, -13.600], [0.219, -25.417, -14.802], [-4.139, -26.573, -18.195], [-4.504, -27.527, -18.922], [-3.583, -28.130, -19.640], [-5.960, -27.859, -19.073], [-2.642, -27.871, -19.389], [-3.765, -28.823, -20.350], [-6.656, -27.054, -19.302], [-6.317, -28.260, -18.124], [-5.992, -28.612, -19.861]], "forces_ev_per_a": [[0.65, -1.95, -1.76], [0.55, 0.41, 0.76], [-0.91, 0.41, -1.06], [-1.79, 0.11, 0.23], [1.81, -0.69, -0.54], [0.85, 0.08, 0.74], [-2.78, 3.41, -5.24], [0.45, -2.86, 5.95], [-0.73, -0.02, -0.65], [0.90, -0.32, 0.25], [-0.75, -0.12, 0.08], [-0.29, 0.40, 0.37], [-0.03, 0.13, -0.08], [0.01, -0.01, 0.22], [0.05, -0.12, -0.25], [0.40, -0.16, 0.12], [-0.13, 0.69, 0.09], [-0.17, -0.68, 0.42], [0.12, 0.55, 0.37], [-0.03, -0.19, 0.10], [0.08, -0.10, 0.15], [0.15, 0.00, -0.04], [-0.05, -0.17, 0.13], [0.20, 0.04, 0.04], [-0.70, 0.12, -0.25], [0.17, 0.01, 0.12], [1.25, -0.26, 0.43], [0.40, 0.74, -0.09], [0.17, 0.68, -0.26], [-1.68, 0.04, 0.96], [-0.58, -0.75, -0.26], [-2.33, -3.26, -1.47], [0.78, 0.37, 1.39], [0.13, 1.27, -0.60], [0.30, -0.23, -0.62], [2.73, 3.05, 0.88], [0.00, -2.10, 0.13], [-0.71, 1.01, -1.24], [-0.31, 0.29, 0.49], [0.01, 0.97, 0.37], [0.27, -0.04, 0.18], [0.34, 0.49, 0.61], [0.08, 0.34, -0.42], [0.00, -0.46, 0.03], [-0.20, 0.05, -0.14], [-0.24, -0.17, -0.06], [-0.46, 2.38, -1.95], [-0.01, -0.42, 2.56], [1.18, -1.70, -0.87], [-0.33, -0.57, 0.33], [0.40, -0.31, -0.10], [0.00, -0.26, 0.52], [-0.40, -0.77, 0.25], [0.15, 0.75, -0.87], [-0.03, 0.33, -0.28], [0.17, 0.03, 0.21], [-1.33, 0.49, -1.24], [0.74, 0.43, -1.06], [0.09, -0.98, 0.49], [0.52, -0.71, -0.25], [0.64, -0.62, 0.77], [0.12, 0.58, -0.03], [-1.02, -0.09, -0.04], [0.24, 0.34, 0.90], [0.11, 0.26, -0.03], [-0.36, -0.02, 0.20], [-1.36, -0.37, -2.15], [2.07, -1.04, 1.88], [-0.78, 0.02, -0.63], [-0.04, -0.44, 0.03], [0.31, -0.03, -0.16], [0.17, 0.22, 0.28], [0.17, -0.08, 0.48], [-0.51, 0.57, 0.29], [-0.33, 0.13, -0.65], [0.92, 1.15, 1.49], [-0.34, 1.49, -0.54], [0.16, -0.51, -0.05], [0.41, -0.80, -0.10], [0.14, -0.32, -0.49], [0.03, -0.09, 0.18], [0.62, 0.44, -0.07], [0.08, -0.31, -0.05], [-0.55, -0.15, 0.20]]}

---

{"formula": "C3H12NO", "method": "ωB97M-V/def2-TZVPD", "homo_ev": -14.850, "charge": 1, "e_above_lowest_ev": 0.989, "elements": ["C", "O", "H", "H", "H", "H", "C", "C", "N", "H", "H", "H", "H", "H", "H", "H", "H"], "coordinates": [[2.995, 0.553, -0.492], [1.832, 0.001, 0.182], [3.119, 1.553, -0.094], [2.763, 0.606, -1.556], [3.848, -0.104, -0.363], [1.721, -0.903, -0.123], [-2.563, -0.626, -0.745], [-1.619, -0.658, 0.421], [-0.885, 0.636, 0.656], [-3.416, 0.010, -0.504], [-2.883, -1.649, -0.930], [-2.124, -0.131, -1.612], [-0.860, -1.439, 0.425], [-2.138, -0.905, 1.355], [-0.664, 0.656, 1.658], [0.074, 0.661, 0.263], [-1.408, 1.494, 0.488]], "forces_ev_per_a": [[-0.89, -0.28, -0.41], [-0.27, 0.12, 0.04], [0.35, -0.06, 0.07], [0.19, 0.19, -0.06], [0.21, 0.21, 0.29], [0.16, -0.15, 0.00], [0.06, 0.64, 0.10], [0.01, -0.46, 0.97], [0.42, -0.02, 1.44], [-0.21, -0.29, 0.13], [-0.12, 0.18, -0.36], [0.22, -0.55, -0.25], [0.21, 0.10, -0.68], [-0.22, 0.44, -0.22], [-0.10, 0.15, -0.04], [0.10, -0.08, -0.63], [-0.11, -0.15, -0.41]]}

---

{"formula": "C2H3N3O2", "method": "ωB97M-V/def2-TZVPD", "homo_ev": -9.772, "e_above_lowest_ev": 3.400, "elements": ["N", "C", "N", "O", "C", "O", "N", "H", "H", "H"], "coordinates": [[0.602, 0.390, -1.525], [1.428, 0.707, -0.532], [2.613, 1.051, -0.228], [1.228, 0.778, 0.755], [-2.115, -0.856, 1.427], [-3.136, -0.959, 1.983], [-1.113, -0.782, 0.737], [-0.279, -0.043, -1.276], [0.966, 0.267, -2.452], [-0.194, -0.555, 1.111]], "forces_ev_per_a": [[-0.02, 0.02, 0.18], [0.27, 0.01, -0.03], [-0.33, -0.08, -0.17], [0.00, 0.01, -0.02], [-0.21, -0.06, 0.10], [0.70, 0.08, -0.41], [-0.47, -0.11, 0.26], [0.11, 0.10, 0.01], [0.04, 0.00, -0.01], [-0.09, 0.04, 0.07]]}

---

| no. | molar mass (g mol⁻¹) | Kohn-Sham gap (eV) | E (eV) |
| --- | --- | --- | --- |
| 1 | 91.0 | 9.381 | -10621.471 |
| 2 | 687.4 | 2.350 | -159175.401 |
| 3 | 78.1 | 11.518 | -6836.425 |
| 4 | 101.1 | 9.840 | -10685.057 |